DFT (ωB97M-V with the def2-TZVPD basis set) results for a molecular structure, C31H37N5Pt in a non-equilibrium geometry.

The geometry in XYZ format:
```
74
Properties=species:S:1:pos:R:3:forces:R:3:lowdin_charge:R:1
Pt 0.867 -0.749 0.047 0.548 0.032 -0.540 0.04
N 3.600 1.271 0.440 1.620 -0.477 -0.683 0.05
N 0.662 0.188 2.513 -0.019 -0.766 -1.298 -0.04
C -0.120 -2.396 -1.114 0.638 -1.120 0.339 -0.34
C -0.171 -2.888 0.250 0.191 -0.557 -0.934 -0.31
C 1.164 -2.979 0.746 0.055 -0.474 -0.976 -0.31
C 1.564 -3.415 2.113 -0.099 -0.206 -0.005 -0.06
H 0.702 -3.418 2.792 0.235 0.041 -0.062 0.06
H 2.336 -2.769 2.540 -0.084 -0.176 0.047 0.05
H 1.961 -4.440 2.069 -0.012 0.205 0.190 0.08
C 2.063 -2.706 -0.352 -0.885 -0.322 -0.172 -0.32
C 3.543 -2.732 -0.307 0.373 0.023 0.141 -0.06
H 3.963 -3.620 -0.804 -0.049 0.132 0.117 0.08
H 3.864 -2.731 0.740 0.188 0.008 -0.214 0.07
H 3.947 -1.839 -0.799 0.132 -0.185 0.115 0.07
C 1.281 -2.393 -1.512 -0.536 -0.553 0.768 -0.33
C 1.809 -2.207 -2.885 -0.018 0.190 -0.146 -0.06
H 2.747 -1.642 -2.881 -0.096 0.042 -0.113 0.06
H 1.070 -1.686 -3.501 0.245 0.021 -0.102 0.06
H 2.023 -3.175 -3.361 -0.070 0.132 0.059 0.07
C -1.403 -3.197 1.016 -0.091 0.103 0.135 -0.05
H -1.554 -4.282 1.142 0.029 0.234 -0.057 0.08
H -2.273 -2.793 0.488 0.022 -0.059 0.224 0.06
H -1.344 -2.762 2.021 -0.205 -0.008 -0.043 0.07
C -1.295 -2.138 -1.993 -0.126 -0.267 -0.134 -0.06
H -1.031 -1.483 -2.829 -0.078 -0.116 0.099 0.05
H -2.107 -1.663 -1.430 0.066 -0.004 -0.117 0.06
H -1.676 -3.080 -2.406 -0.093 0.134 -0.110 0.07
C 4.305 2.369 0.136 -1.114 1.222 1.673 -0.17
H 5.098 2.362 -0.606 -0.234 -0.552 -0.213 0.08
C 4.052 3.610 0.762 0.063 -0.177 0.004 -0.11
H 4.614 4.505 0.462 -0.279 -0.437 0.144 0.08
C 3.063 3.661 1.767 -0.567 -1.482 -0.128 -0.08
H 2.749 4.576 2.271 0.322 -0.137 -0.197 0.09
C 2.425 2.454 2.121 0.410 0.913 -0.399 -0.05
H 1.659 2.369 2.873 -0.019 0.501 0.296 0.09
C 2.734 1.247 1.467 -0.331 0.345 0.371 -0.34
C 2.069 -0.016 1.796 0.043 -0.297 1.348 -0.15
H 2.711 -0.872 2.189 -1.044 1.449 -0.359 0.09
C -0.195 0.039 1.464 -1.510 2.207 1.738 -0.32
C -0.106 0.411 3.659 2.086 -0.120 1.564 -0.08
H 0.291 0.457 4.680 -0.055 -0.057 -0.720 0.09
C -1.376 0.534 3.311 -1.205 0.968 -1.913 -0.09
H -2.264 0.736 3.854 -0.323 0.124 0.631 0.09
N -1.455 0.451 1.893 1.707 -0.913 0.664 -0.01
C -2.452 0.910 0.957 0.569 -1.143 0.622 -0.13
C -3.609 0.148 0.810 -0.036 0.731 -0.901 -0.20
C -4.404 0.434 -0.309 0.536 0.541 0.370 -0.01
H -5.294 -0.155 -0.469 -0.173 -0.067 -0.169 0.10
C -4.068 1.469 -1.187 0.095 -0.176 0.339 -0.28
C -4.917 1.770 -2.373 -0.245 0.074 -0.409 -0.13
H -4.316 1.745 -3.293 -0.217 -0.012 0.172 0.06
H -5.357 2.775 -2.296 0.029 -0.210 -0.048 0.07
H -5.720 1.033 -2.453 0.011 0.156 -0.151 0.06
C -2.937 2.252 -0.949 -0.023 -0.340 0.703 -0.03
H -2.711 3.091 -1.593 0.043 -0.017 -0.156 0.11
C -2.094 1.975 0.127 -0.768 -0.187 0.002 -0.21
C -0.901 2.815 0.427 0.339 0.246 -0.278 -0.03
H -1.075 3.451 1.302 0.003 -0.068 -0.049 0.09
H -0.711 3.448 -0.441 0.162 0.130 0.111 0.08
H -0.005 2.218 0.616 -0.134 0.153 -0.098 0.05
C -4.006 -0.904 1.786 -0.037 -0.248 0.160 -0.06
H -4.820 -0.539 2.419 0.035 0.030 0.056 0.08
H -3.176 -1.199 2.432 -0.203 -0.060 -0.139 0.06
H -4.388 -1.778 1.258 0.058 -0.102 0.061 0.08
N 2.148 1.193 -2.024 -0.266 -0.136 0.438 0.02
C 1.926 2.007 -3.050 -0.059 0.576 -0.895 -0.13
C 0.561 1.989 -3.292 0.320 0.200 0.107 -0.12
C 0.020 1.132 -2.340 -0.133 -0.382 0.412 -0.15
N 0.992 0.688 -1.532 0.355 0.582 -1.423 -0.11
H 3.049 0.968 -1.588 -0.725 -0.003 0.240 0.12
H 2.737 2.564 -3.535 -0.516 -0.459 0.286 0.09
H 0.007 2.521 -4.025 -0.095 0.281 -0.518 0.05
H -1.041 0.810 -2.227 1.245 0.344 0.120 0.12
```
Positions in Å, forces in eV/Å.

Results
Gap between HOMO and LUMO (alpha / beta) (eV): 1.4118 / 1.4048
Spin multiplicity: 3
Electronic energy (Eh): -1596.283037
Charge: -2
<S²>: 2.0211
HOMO level (alpha / beta) (eV): 2.5 / 2.5